[1]
The following is a DFT calculation (the ωB97M-V functional and the def2-TZVPD basis) of a 3-piece molecular cluster, C4H15N2O2 overall.

Properties
DFT total energy (Eh): -421.1559
Kohn-Sham gap (eV): 8.73
Energy above the lowest of the compared OMol25 structures with the same formula, charge and spin (kJ/mol): 98.70

Structure (ORCA input):
```
! RIJCOSX wB97M-V def2-TZVPD def2/J DEFGRID3
* xyz 1 1
C -0.7385 0.2536 1.7469
C 0.7162 -0.1051 1.7604
C 1.4161 0.0438 0.4338
C 1.3880 1.2158 -0.2273
N 1.8857 1.4095 -1.4759
N -1.5019 -0.6302 0.8008
H -0.9361 1.2934 1.5103
H -1.2628 0.1725 2.6859
H 1.2365 0.4411 2.5578
H 0.8265 -1.0787 2.1768
H 1.9311 -0.7652 -0.0434
H 0.9273 2.0741 0.2450
H 2.4872 0.7419 -1.9320
H 2.0119 2.2916 -1.8762
H -2.1851 -1.2526 1.2206
H -1.9776 -0.1406 0.0359
H -0.8557 -1.2612 0.3082
H -0.8848 0.8650 -2.2382
H -1.7169 2.0551 -1.8879
O -1.5937 1.1315 -1.6462
H 0.1880 -3.3325 -1.0810
H -0.7063 -2.5403 -1.9878
O -0.6551 -2.8823 -1.0863
*
```

Partial atomic charges computed with the natural (NBO) method, in multiples of e: atom 1 (C): -0.213, atom 2 (C): -0.464, atom 3 (C): -0.377, atom 4 (C): 0.054, atom 5 (N): -0.809, atom 6 (N): -0.701, atom 7 (H): 0.224, atom 8 (H): 0.225, atom 9 (H): 0.250, atom 10 (H): 0.230, atom 11 (H): 0.207, atom 12 (H): 0.195, atom 13 (H): 0.392, atom 14 (H): 0.395, atom 15 (H): 0.434, atom 16 (H): 0.467, atom 17 (H): 0.466, atom 18 (H): 0.487, atom 19 (H): 0.492, atom 20 (O): -0.971, atom 21 (H): 0.488, atom 22 (H): 0.484, atom 23 (O): -0.957

***

[2]
The following is a DFT calculation (the ωB97M-V functional and the def2-TZVPD basis) of C26H25Cl2KN7S as an isolated structure.

Properties
DFT total energy (Eh): -3307.6570
Kohn-Sham gap (eV): 5.94
Energy above the lowest of the compared OMol25 structures with the same formula, charge and spin (kJ/mol): 0.00

Structure (ORCA input):
```
! RIJCOSX wB97M-V def2-TZVPD def2/J DEFGRID3
* xyz -1 1
K 0.8854 -0.0393 -0.2712
C -5.0998 3.8487 2.7350
C -4.0497 3.3670 1.7736
C -4.3738 2.9077 0.4958
C -3.4307 2.4071 -0.3721
C -2.0525 2.3063 -0.0320
N -1.1160 1.7313 -0.7924
C -1.2536 1.7653 -2.1607
C -1.4293 3.0116 -2.8036
C -1.3829 3.1921 -4.1635
C -1.1398 2.1100 -5.0054
C -0.9869 2.2806 -6.4909
C -1.0115 0.8661 -4.4156
C -1.1050 0.6588 -3.0347
N -1.0785 -0.7212 -2.6079
C -1.0065 -1.8186 -3.4051
C -1.0662 -2.9309 -2.6106
C -1.1675 -2.4149 -1.3138
N -1.1836 -1.0952 -1.3116
C -1.7414 2.8404 1.2496
C -2.7051 3.3267 2.1184
N -0.3761 3.0083 1.6440
C 0.1972 4.1846 1.9603
C 1.4881 3.9273 2.3632
C 1.5975 2.5320 2.2649
N 0.4732 1.9852 1.8239
H -5.8579 4.4550 2.2338
H -4.6580 4.4617 3.5227
H -5.6223 3.0222 3.2262
H -5.4102 2.9336 0.1718
H -3.7383 2.0522 -1.3482
H -1.5758 3.8642 -2.1504
H -1.5088 4.1872 -4.5766
H -1.6335 3.0738 -6.8704
H -1.2414 1.3616 -7.0215
H 0.0398 2.5380 -6.7651
H -0.8322 0.0254 -5.0671
H -0.8980 -1.7487 -4.4687
H -0.9777 -3.9574 -2.9180
H -1.1934 -2.9439 -0.3744
H -2.3750 3.6936 3.0851
H -0.3630 5.0976 1.8541
H 2.2332 4.6376 2.6741
H 2.4421 1.8971 2.4812
Cl 2.8325 -1.0472 2.0958
C 1.5189 -2.0763 2.7043
Cl -0.0923 -1.4705 2.2967
H 1.6013 -2.1090 3.7840
H 1.6447 -3.0534 2.2508
C 2.0655 -4.4755 -6.0529
C 1.9657 -4.5684 -4.5549
C 1.5193 -5.7250 -3.9209
C 1.4749 -5.6678 -2.5359
N 1.8027 -4.5995 -1.8353
C 2.2118 -3.5083 -2.5298
S 2.5574 -2.0651 -1.6547
N 2.3104 -3.4849 -3.8779
H 2.0716 -5.4606 -6.5209
H 2.9702 -3.9346 -6.3251
H 1.2163 -3.9146 -6.4479
H 1.2374 -6.6120 -4.4720
H 1.1517 -6.5348 -1.9617
*
```

Partial atomic charges computed with the natural (NBO) method, in multiples of e: atom 1 (K): 0.885, atom 2 (C): -0.610, atom 3 (C): -0.140, atom 4 (C): -0.189, atom 5 (C): -0.282, atom 6 (C): 0.209, atom 7 (N): -0.679, atom 8 (C): 0.148, atom 9 (C): -0.226, atom 10 (C): -0.224, atom 11 (C): -0.059, atom 12 (C): -0.618, atom 13 (C): -0.229, atom 14 (C): 0.147, atom 15 (N): -0.189, atom 16 (C): -0.026, atom 17 (C): -0.330, atom 18 (C): -0.039, atom 19 (N): -0.303, atom 20 (C): 0.026, atom 21 (C): -0.157, atom 22 (N): -0.153, atom 23 (C): -0.034, atom 24 (C): -0.368, atom 25 (C): -0.072, atom 26 (N): -0.278, atom 27 (H): 0.202, atom 28 (H): 0.202, atom 29 (H): 0.200, atom 30 (H): 0.193, atom 31 (H): 0.210, atom 32 (H): 0.210, atom 33 (H): 0.196, atom 34 (H): 0.204, atom 35 (H): 0.206, atom 36 (H): 0.208, atom 37 (H): 0.196, atom 38 (H): 0.211, atom 39 (H): 0.230, atom 40 (H): 0.207, atom 41 (H): 0.195, atom 42 (H): 0.218, atom 43 (H): 0.219, atom 44 (H): 0.204, atom 45 (Cl): -0.022, atom 46 (C): -0.393, atom 47 (Cl): -0.003, atom 48 (H): 0.216, atom 49 (H): 0.238, atom 50 (C): -0.641, atom 51 (C): 0.254, atom 52 (C): -0.401, atom 53 (C): 0.076, atom 54 (N): -0.513, atom 55 (C): 0.273, atom 56 (S): -0.511, atom 57 (N): -0.515, atom 58 (H): 0.199, atom 59 (H): 0.228, atom 60 (H): 0.218, atom 61 (H): 0.204, atom 62 (H): 0.171

***

[3]
The following is a DFT calculation (the ωB97M-V functional and the def2-TZVPD basis) of C7H13N as an isolated structure.

Properties
DFT total energy (Eh): -328.9311
Kohn-Sham gap (eV): 9.42
Energy above the lowest of the compared OMol25 structures with the same formula, charge and spin (kJ/mol): 893.67

Structure (ORCA input):
```
! RIJCOSX wB97M-V def2-TZVPD def2/J DEFGRID3
* xyz 0 1
C 2.6666 -0.2879 0.0316
C 1.0107 -0.7168 0.1343
C -0.1888 -0.2775 0.9659
C -0.0930 1.2330 0.7640
C 0.0676 1.1633 -0.7491
C -1.0246 -0.6571 -0.1787
C -2.5017 -0.2563 -0.0005
H 3.1474 -0.5399 -0.8573
H 3.1346 0.9098 0.1465
H 3.4844 -0.8856 0.6072
H 0.9486 -1.7591 0.0784
H -0.4695 -0.6657 1.8564
H -0.8893 1.8804 1.1210
H 0.8218 1.4034 1.3263
H 0.9029 1.6579 -1.4665
H -1.0682 1.3954 -1.1198
H -1.0071 -1.6976 -0.1687
H -2.9011 0.2686 -1.1782
H -2.9898 -1.8147 0.1241
H -2.6798 0.5969 1.0906
N -0.0079 -0.2792 -1.0521
*
```

Partial atomic charges computed with the natural (NBO) method, in multiples of e: atom 1 (C): -0.671, atom 2 (C): -0.030, atom 3 (C): -0.229, atom 4 (C): -0.459, atom 5 (C): -0.273, atom 6 (C): -0.160, atom 7 (C): -0.618, atom 8 (H): 0.221, atom 9 (H): 0.213, atom 10 (H): 0.233, atom 11 (H): 0.194, atom 12 (H): 0.208, atom 13 (H): 0.217, atom 14 (H): 0.217, atom 15 (H): 0.239, atom 16 (H): 0.194, atom 17 (H): 0.189, atom 18 (H): 0.244, atom 19 (H): 0.214, atom 20 (H): 0.248, atom 21 (N): -0.391

***

[4]
The following is a DFT calculation (the ωB97M-V functional and the def2-TZVPD basis) of a 8-piece molecular cluster, C30H74BrNO10PS2 overall.

Properties
DFT total energy (Eh): -5705.9294
Kohn-Sham gap (eV): 4.50

Structure (ORCA input):
```
! RIJCOSX wB97M-V def2-TZVPD def2/J DEFGRID3
* xyz 1 1
O 5.7057 -0.4907 -0.2826
P 6.2347 -0.6804 -1.6910
O 6.0039 0.7326 -2.5454
O 7.9179 -0.8661 -1.5694
C 5.5985 -2.2243 -2.5564
S 3.8093 -2.1940 -2.9982
Br 3.3160 -0.3097 -4.1211
N 2.8438 -2.1372 -1.5409
C 2.7372 -0.9250 -1.1074
S 2.3201 0.6053 -0.7396
H 5.1928 1.1889 -2.2440
H 8.0500 -1.8014 -1.3161
H 6.2541 -2.4070 -3.4633
H 5.7418 -3.0951 -1.8378
C 0.4942 -2.0417 1.2926
C -0.1185 -0.6657 1.4888
O -1.5337 -0.6763 1.5018
C -2.1509 -1.4319 2.5382
C -1.8198 -0.9304 3.9323
H 0.0657 -2.5340 0.4152
H 1.5769 -1.9627 1.1613
H 0.3108 -2.6882 2.1525
H 0.1726 -0.0255 0.6493
H 0.2691 -0.1869 2.3939
H -1.9074 -2.4943 2.4331
H -3.2284 -1.3437 2.3806
H -0.7658 -1.0877 4.1753
H -2.4167 -1.4576 4.6785
H -2.0170 0.1413 4.0133
C -8.2577 -1.1017 2.9829
C -7.3234 -1.3824 4.1464
O -6.0169 -0.8570 3.9617
C -5.9202 0.5523 3.8292
C -6.4032 1.3110 5.0528
H -7.8050 -1.4166 2.0395
H -9.2021 -1.6331 3.1163
H -8.4838 -0.0364 2.8980
H -7.2053 -2.4633 4.2507
H -7.7486 -1.0243 5.0896
H -6.4416 0.8870 2.9259
H -4.8608 0.7736 3.6756
H -7.4808 1.2001 5.1930
H -6.1879 2.3765 4.9511
H -5.9162 0.9356 5.9559
C 5.9691 0.4125 2.9145
C 4.9732 1.3704 2.2861
O 4.0670 1.9365 3.2201
C 4.6391 2.7282 4.2503
C 5.3777 3.9516 3.7368
H 5.4536 -0.3417 3.5147
H 6.5533 -0.0895 2.1412
H 6.6662 0.9350 3.5735
H 4.3639 0.8201 1.5646
H 5.4844 2.1594 1.7236
H 5.2855 2.1149 4.8867
H 3.8091 3.0588 4.8788
H 6.2762 3.6731 3.1811
H 5.6840 4.5893 4.5680
H 4.7425 4.5301 3.0617
C -4.4529 0.2488 -0.2002
C -3.9480 -0.4151 -1.4680
O -4.8240 -0.2637 -2.5750
C -5.0673 1.0646 -3.0083
C -3.8178 1.7846 -3.4849
H -5.4739 -0.0710 0.0228
H -3.8105 -0.0055 0.6441
H -4.4642 1.3372 -0.2952
H -3.8621 -1.4901 -1.2920
H -2.9436 -0.0611 -1.7253
H -5.5757 1.6353 -2.2242
H -5.7692 0.9899 -3.8424
H -3.1240 1.9701 -2.6612
H -4.0777 2.7489 -3.9261
H -3.2883 1.1851 -4.2297
C 3.6092 -0.0175 6.9027
C 3.3856 -1.4608 7.3175
O 4.2630 -2.3743 6.6761
C 5.6476 -2.1966 6.9296
C 6.0218 -2.3596 8.3922
H 3.5982 0.0775 5.8136
H 2.8316 0.6248 7.3215
H 4.5744 0.3548 7.2539
H 2.3739 -1.7572 7.0311
H 3.4455 -1.5731 8.4048
H 5.9860 -1.2293 6.5419
H 6.1650 -2.9624 6.3469
H 5.6054 -1.5561 9.0041
H 7.1068 -2.3426 8.5129
H 5.6363 -3.3029 8.7856
C 1.6352 4.0563 -7.9085
C 2.1532 3.8173 -6.5020
O 2.8170 2.5680 -6.3481
C 3.9830 2.3725 -7.1372
C 5.0914 3.3660 -6.8370
H 1.0298 3.2119 -8.2458
H 1.0269 4.9621 -7.9407
H 2.4530 4.1786 -8.6218
H 1.3057 3.7994 -5.8130
H 2.8017 4.6362 -6.1752
H 3.7283 2.3763 -8.2015
H 4.3424 1.3655 -6.9078
H 4.8152 4.3775 -7.1414
H 6.0030 3.0939 -7.3721
H 5.3046 3.3943 -5.7654
C -5.9551 -2.8813 -4.2442
C -5.4453 -3.5448 -5.5110
O -6.3186 -3.3932 -6.6194
C -6.5601 -2.0634 -7.0486
C -5.3091 -1.3417 -7.5186
H -6.9761 -3.2024 -4.0241
H -5.3146 -3.1347 -3.3970
H -5.9667 -1.7945 -4.3383
H -5.3585 -4.6198 -5.3364
H -4.4407 -3.1895 -5.7655
H -7.0707 -1.4953 -6.2637
H -7.2596 -2.1351 -7.8844
H -4.6178 -1.1594 -6.6919
H -5.5676 -0.3756 -7.9570
H -4.7773 -1.9381 -8.2638
*
```

Löwdin population analysis, charges in e, atoms 1 to 99: atom 1 (O): -0.302, atom 2 (P): 0.545, atom 3 (O): -0.177, atom 4 (O): -0.127, atom 5 (C): -0.422, atom 6 (S): 0.739, atom 7 (Br): 0.550, atom 8 (N): -0.215, atom 9 (C): -0.761, atom 10 (S): 0.902, atom 11 (H): 0.061, atom 12 (H): 0.083, atom 13 (H): 0.104, atom 14 (H): 0.111, atom 15 (C): -0.080, atom 16 (C): -0.291, atom 17 (O): -0.172, atom 18 (C): -0.266, atom 19 (C): -0.070, atom 20 (H): 0.087, atom 21 (H): 0.052, atom 22 (H): 0.077, atom 23 (H): 0.050, atom 24 (H): 0.117, atom 25 (H): 0.112, atom 26 (H): 0.107, atom 27 (H): 0.066, atom 28 (H): 0.084, atom 29 (H): 0.083, atom 30 (C): -0.079, atom 31 (C): -0.277, atom 32 (O): -0.174, atom 33 (C): -0.287, atom 34 (C): -0.077, atom 35 (H): 0.079, atom 36 (H): 0.079, atom 37 (H): 0.067, atom 38 (H): 0.118, atom 39 (H): 0.108, atom 40 (H): 0.106, atom 41 (H): 0.108, atom 42 (H): 0.068, atom 43 (H): 0.078, atom 44 (H): 0.084, atom 45 (C): -0.072, atom 46 (C): -0.292, atom 47 (O): -0.169, atom 48 (C): -0.285, atom 49 (C): -0.077, atom 50 (H): 0.081, atom 51 (H): 0.059, atom 52 (H): 0.072, atom 53 (H): 0.069, atom 54 (H): 0.109, atom 55 (H): 0.103, atom 56 (H): 0.120, atom 57 (H): 0.067, atom 58 (H): 0.080, atom 59 (H): 0.082, atom 60 (C): -0.065, atom 61 (C): -0.270, atom 62 (O): -0.180, atom 63 (C): -0.275, atom 64 (C): -0.082, atom 65 (H): 0.085, atom 66 (H): 0.051, atom 67 (H): 0.073, atom 68 (H): 0.119, atom 69 (H): 0.104, atom 70 (H): 0.110, atom 71 (H): 0.117, atom 72 (H): 0.063, atom 73 (H): 0.078, atom 74 (H): 0.078, atom 75 (C): -0.082, atom 76 (C): -0.277, atom 77 (O): -0.165, atom 78 (C): -0.286, atom 79 (C): -0.079, atom 80 (H): 0.072, atom 81 (H): 0.080, atom 82 (H): 0.068, atom 83 (H): 0.117, atom 84 (H): 0.109, atom 85 (H): 0.102, atom 86 (H): 0.117, atom 87 (H): 0.067, atom 88 (H): 0.078, atom 89 (H): 0.085, atom 90 (C): -0.074, atom 91 (C): -0.275, atom 92 (O): -0.200, atom 93 (C): -0.286, atom 94 (C): -0.074, atom 95 (H): 0.085, atom 96 (H): 0.083, atom 97 (H): 0.070, atom 98 (H): 0.118, atom 99 (H): 0.109

***

[5]
The following is a DFT calculation (the ωB97M-V functional and the def2-TZVPD basis) of one molecule with the formula C3H8N2O.

Properties
DFT total energy (Eh): -303.8653
SMILES: CC(=O)NCN
Kohn-Sham gap (eV): 10.30
Energy above the lowest of the compared OMol25 structures with the same formula, charge and spin (kJ/mol): 70.44

Structure (ORCA input):
```
! RIJCOSX wB97M-V def2-TZVPD def2/J DEFGRID3
* xyz 0 1
O 0.2749 -1.7486 -0.8470
C -0.1178 -1.1357 0.1213
N 0.3284 0.1468 0.4170
C 0.8635 0.9735 -0.5984
N 0.1224 2.2003 -1.0078
C -0.9685 -1.7302 1.1941
H 0.0221 0.5708 1.2724
H 0.9607 0.3313 -1.4787
H 1.8693 1.3666 -0.4256
H -0.7118 1.9447 -1.5165
H 0.7891 2.7578 -1.5108
H -1.2402 -2.7438 0.9308
H -1.8524 -1.1153 1.3672
H -0.3397 -1.8183 2.0818
*
```

Partial atomic charges computed with the natural (NBO) method, in multiples of e: atom 1 (O): -0.602, atom 2 (C): 0.682, atom 3 (N): -0.639, atom 4 (C): -0.060, atom 5 (N): -0.851, atom 6 (C): -0.716, atom 7 (H): 0.392, atom 8 (H): 0.200, atom 9 (H): 0.169, atom 10 (H): 0.359, atom 11 (H): 0.364, atom 12 (H): 0.242, atom 13 (H): 0.227, atom 14 (H): 0.233

***

[6]
The following is a DFT calculation (the ωB97M-V functional and the def2-TZVPD basis) of C2H4Cl2FeI2O12S as an isolated structure.

Properties
DFT total energy (Eh): -4158.7428
Kohn-Sham gap (spin up / spin down) (eV): 7.54 / 7.55
Energy above the lowest of the compared OMol25 structures with the same formula, charge and spin (kJ/mol): 170.99

Structure (ORCA input):
```
! RIJCOSX wB97M-V def2-TZVPD def2/J DEFGRID3
* xyz -2 5
Fe 28.5158 -0.3588 -1.9675
I 27.2107 -2.6113 -2.3318
I 30.9377 0.0515 -0.9212
Cl 28.1600 0.5672 -5.5315
O 28.6735 0.2096 -4.2952
O 28.1954 -0.6376 -6.3245
O 26.7797 0.9064 -5.3101
O 28.7835 1.7199 -6.1358
Cl 25.3611 1.5512 -1.6268
O 25.2488 2.7814 -0.9064
O 24.8234 0.6048 -0.6674
O 24.7094 1.5271 -2.8725
O 26.7113 1.2950 -1.9822
C 25.1007 -2.4694 1.1962
C 24.6324 -1.5149 2.3237
O 25.5961 -0.4926 2.2277
S 27.1286 -1.0936 1.8038
O 27.9296 -1.2260 3.0217
O 27.6138 -0.5511 0.5472
O 26.4666 -2.4741 1.5180
H 24.9444 -2.1931 0.1535
H 24.6759 -3.4660 1.3172
H 24.9046 -1.6811 3.3660
H 23.6169 -1.1190 2.3182
*
```

Partial atomic charges computed with the natural (NBO) method, in multiples of e: atom 1 (Fe): 1.381, atom 2 (I): -0.720, atom 3 (I): -0.732, atom 4 (Cl): 2.595, atom 5 (O): -0.947, atom 6 (O): -0.879, atom 7 (O): -0.878, atom 8 (O): -0.858, atom 9 (Cl): 2.598, atom 10 (O): -0.883, atom 11 (O): -0.900, atom 12 (O): -0.837, atom 13 (O): -0.936, atom 14 (C): -0.099, atom 15 (C): -0.106, atom 16 (O): -0.697, atom 17 (S): 2.515, atom 18 (O): -0.881, atom 19 (O): -0.863, atom 20 (O): -0.712, atom 21 (H): 0.253, atom 22 (H): 0.189, atom 23 (H): 0.193, atom 24 (H): 0.203

***

[7]
The following is a DFT calculation (the ωB97M-V functional and the def2-TZVPD basis) of C3H3LaO3 as an isolated structure.

Properties
DFT total energy (Eh): -373.0591
Kohn-Sham gap (spin up / spin down) (eV): 5.79 / 6.32
Energy above the lowest of the compared OMol25 structures with the same formula, charge and spin (kJ/mol): 89.16

Structure (ORCA input):
```
! RIJCOSX wB97M-V def2-TZVPD def2/J DEFGRID3
* xyz 1 2
C 0.8899 0.7258 -0.1027
C 2.6802 -1.3449 0.3366
O 2.0862 0.9544 0.0561
O 0.5008 -0.6220 -0.1410
C 1.4778 -1.6406 -0.2401
H 3.5843 -1.5737 -0.2274
H 2.7317 -1.1128 1.4018
H 1.4203 -2.0508 -1.2524
O -0.1307 1.4417 0.0536
La -2.1963 0.1240 0.0022
*
```

Partial atomic charges computed with the Löwdin method, in multiples of e: atom 1 (C): -0.728, atom 2 (C): 0.085, atom 3 (O): 0.107, atom 4 (O): -0.200, atom 5 (C): -0.165, atom 6 (H): 0.091, atom 7 (H): 0.092, atom 8 (H): 0.107, atom 9 (O): -0.201, atom 10 (La): 1.812

***

DFT total energy of number 3 (C7H13N)? -328.9311 Eh

***

Among the records above, which one has the highest DFT total energy? C3H8N2O

***

DFT total energy of number 1 (C4H15N2O2)? -421.1559 Eh

***

What is the formula in the third record? C7H13N